3 unconnected molecules or ions with the total composition C4H12O4 at a distorted geometry. Source: the Open Molecules 2025 dataset; level of theory: ωB97M-V with the def2-TZVPD basis set.

Element x y z (Å)
O 2.5435 1.0070 0.7649
O 0.5361 -0.7468 -0.7666
O -0.8125 1.3254 -3.6797
O 0.6652 -0.4574 3.0513
C -1.3148 0.3413 -1.5739
C -0.4285 1.0320 -2.5757
C -0.6393 -0.0319 -0.2636
C -1.4189 -0.9984 0.5891
H 1.0446 -1.1281 -0.0454
H -1.6396 -1.8726 -0.0265
H 0.9956 0.1421 3.7353
H 3.3889 1.1136 1.2241
H -1.6323 -0.5668 -2.0839
H 0.6084 1.2665 -2.2878
H -2.2936 0.8288 -1.5006
H -2.2187 -0.5317 1.1565
H 1.2105 -0.2030 2.2957
H -0.7824 -1.4911 1.3089
H 2.4856 0.1104 0.4250
H -0.2979 0.8606 0.2528

Values from the calculation:
DFT total energy: -460.533040 hartree
orbital gap: 9.703 eV
SMILES string: C[C@@H](O)CC=O.O.O
highest occupied orbital energy: -0.351 Eh
energy above the lowest of the compared OMol25 structures with the same formula, charge and spin: 31.1 kcal per mole

***

A molecular structure, C21H45N2P3PdSSe at a distorted geometry. Source: the Open Molecules 2025 dataset; level of theory: ωB97M-V with the def2-TZVPD basis set.

Element x y z (Å)
Pd -0.0799 -0.9925 -0.1158
Se 1.7295 0.8425 -2.5045
S 2.0498 0.6266 0.9453
P -1.6537 -0.7808 1.6086
P 1.1441 -2.7506 -0.5732
P -2.0903 -0.9089 -1.8232
N 2.4490 -0.2268 3.4463
N 1.8597 1.9821 3.2575
C 1.5797 2.0948 4.6870
C 1.9294 -2.8679 1.0278
C 2.0006 2.9704 -6.0535
C -3.4336 -0.2984 1.7550
C -1.9350 -2.5260 2.0993
C -1.5508 -1.1382 -3.5408
C -1.0728 -0.1955 3.2390
C 0.9545 4.3515 -4.3537
C -3.2123 0.5146 -1.9271
C 1.9437 1.8670 -5.2096
C 1.5524 4.2341 -5.6277
C -3.2335 -2.2308 -1.3713
C 2.4951 -0.2201 4.9015
C 1.5024 2.0208 -3.8774
C 2.1305 0.8123 2.6456
C -0.0033 -4.0966 -0.8192
C 2.3038 -2.6346 -1.9531
C 0.9232 3.2611 -3.5005
C 2.5158 1.1841 5.4382
C -0.4565 3.2049 -0.3418
C -1.1235 2.7374 0.7167
H 0.5448 3.3842 -2.4859
H -2.5449 -3.0495 1.3495
H -1.0739 -2.1229 -3.6379
H -0.1087 -0.6570 3.4812
H -0.9937 0.8971 3.2624
H 0.5347 1.8159 4.8637
H 2.8754 -3.5766 -1.9918
H 2.4050 2.8798 -7.0631
H -2.4879 -2.4417 3.0462
H -0.7622 -4.1087 -0.0243
H -3.5729 0.7900 1.6777
H -1.8385 -0.5349 3.9483
H 3.5187 1.5906 5.3676
H -0.9774 -3.0357 2.2620
H 0.6340 3.3054 -0.3456
H -2.6714 1.4627 -2.0422
H 0.6025 -5.0067 -0.7744
H 1.5675 2.7113 2.6183
H -2.7179 -3.1889 -1.2269
H -2.4563 -1.0625 -4.1599
H -4.0843 -0.8194 1.0353
H 3.3856 -0.7555 5.2355
H -0.5166 2.3314 1.5423
H 1.6301 -0.7454 5.3182
H -0.8256 -0.3440 -3.7849
H -3.7101 -0.6181 2.7778
H 2.7212 -2.1101 1.0896
H -3.8118 -1.9754 -0.4700
H 1.6969 3.1480 4.9586
H 2.2743 1.2195 6.4964
H 1.7616 -2.4799 -2.9022
H 2.8264 -1.0429 2.9774
H -0.9477 3.4308 -1.2861
H 2.9851 -1.7803 -1.8071
H 0.5232 5.3033 -4.0170
H 2.3405 -3.8706 1.1424
H -3.9353 -2.3203 -2.2190
H 1.6490 5.1245 -6.2580
H -2.2111 2.6080 0.7220
H -3.8645 0.5723 -1.0441
H -0.7522 -0.3100 -1.5011
H 2.3017 0.8988 -5.5299
H 1.2082 -2.6698 1.8368
H -3.8363 0.3332 -2.8187
H -0.5034 -4.0167 -1.7948

Values from the calculation:
DFT total energy: -4886.635153 hartree
orbital gap (spin up / spin down): 7.997 / 4.646 eV
charge: +4
multiplicity: 5
highest occupied orbital energy (spin up / spin down): -0.720 / -0.719 Eh
energy above the lowest of the compared OMol25 structures with the same formula, charge and spin: 37.2 kcal per mole

***

A single C4H6N2 molecule. Source: the Open Molecules 2025 dataset; level of theory: ωB97M-V with the def2-TZVPD basis set.

Element x y z (Å)
N -2.4576 0.2356 -1.4940
N 1.5933 0.3362 0.8007
C -1.6630 0.4671 -0.5859
C 0.2628 -0.2680 0.7615
C -0.8725 0.6488 0.4464
C 1.2846 -0.6313 -0.2472
H -1.0645 1.4946 1.1008
H 1.2157 -0.2110 -1.2480
H 1.7267 -1.6244 -0.1963
H 2.1525 -0.0991 1.5292
H 0.0484 -1.0250 1.5178
H -2.2264 0.6763 -2.3849

Values from the calculation:
DFT total energy: -265.438903 hartree
orbital gap: 9.980 eV
SMILES string: N=C=C[C@H]1CN1
highest occupied orbital energy: -0.329 Eh
energy above the lowest of the compared OMol25 structures with the same formula, charge and spin: 60.7 kcal per mole

***

A molecular structure, C5H11Cl6NO3Y at a distorted geometry. Source: the Open Molecules 2025 dataset; level of theory: ωB97M-V with the def2-TZVPD basis set.

Element x y z (Å)
Y 11.9117 15.1832 22.6786
Cl 12.5537 9.9832 18.8988
Cl 12.5085 12.8799 19.1968
Cl 10.0310 8.5498 24.2257
Cl 14.4488 11.3097 20.6779
Cl 7.4802 9.8418 23.2753
Cl 9.4688 8.8393 21.3931
O 13.9949 14.5704 22.1872
O 11.8605 11.0641 27.7563
O 11.2626 13.0892 22.5812
N 13.2752 10.9589 25.9756
C 13.8021 9.6677 26.3265
C 12.8201 11.2833 19.9851
C 12.3323 11.5250 26.7377
C 13.8643 11.6469 24.8401
C 9.2041 9.5655 22.9764
H 14.7719 12.1929 25.0914
H 13.9109 9.0852 25.4038
H 14.7884 9.6159 26.7955
H 13.1042 9.1117 26.9482
H 11.3929 12.1522 22.5828
H 14.0477 11.0143 23.9725
H 13.8730 13.8930 21.4967
H 12.1145 11.2008 20.7908
H 9.7032 10.5232 23.0194
H 11.9611 12.5019 26.3744
H 13.0541 12.3006 24.4972

Values from the calculation:
DFT total energy: -3276.789279 hartree
orbital gap: 5.022 eV
charge: +1
highest occupied orbital energy: -0.431 Eh

***

A molecular structure, C19H18F5N2PdSSe2 at a distorted geometry. Source: the Open Molecules 2025 dataset; level of theory: ωB97M-V with the def2-TZVPD basis set.

Element x y z (Å)
Pd 0.0267 0.5202 -1.2717
Se 2.4877 0.4493 -1.4936
Se 0.0426 2.8850 -1.9864
S -1.1476 0.5639 0.9460
F -0.3371 -1.6544 5.4568
F 2.2919 2.0943 4.4712
F 1.5514 0.1370 6.1995
F -1.4875 -1.5076 3.0771
F 1.1717 2.2944 2.0887
N -0.1796 -1.6183 -1.2566
N -2.0561 0.2342 -1.9950
C 0.4618 -3.8417 -0.6362
C -1.8461 -3.3714 -1.0867
C -3.7933 -1.4823 -1.6838
C -0.5714 -0.5826 3.3728
C -2.4856 -1.1183 -1.6894
C 0.7434 1.2901 2.8882
C -0.2482 0.4193 2.4638
C 0.0150 -0.6807 4.6195
C 2.6728 1.9234 -2.7430
C 1.3482 1.2150 4.1246
C 0.7394 -2.4875 -0.8968
C 0.9780 0.2226 5.0014
C -0.1312 3.9370 -0.3713
C 3.2900 1.3074 0.0403
C -1.4844 -2.0456 -1.3591
C -4.1680 -2.8174 -1.3969
C 1.9593 3.1710 -2.2843
C -3.2141 -3.7471 -1.1245
C -0.8223 -4.2760 -0.7270
H -1.0779 -5.3088 -0.5134
H 1.7499 -2.1236 -0.8070
H 2.2908 1.5340 -3.6820
H -4.5582 -0.7442 -1.9046
H 0.2518 4.9327 -0.5826
H 2.6168 2.0310 0.4790
H -2.7076 0.9047 -1.6030
H 3.7348 2.1269 -2.8687
H 2.3497 3.5397 -1.3387
H 0.3982 3.4406 0.4307
H -5.2155 -3.0900 -1.4036
H -1.1907 3.9795 -0.1368
H 2.0613 3.9600 -3.0262
H 3.4987 0.5203 0.7593
H -3.4840 -4.7770 -0.9159
H 4.2214 1.7630 -0.2891
H 1.2684 -4.5026 -0.3490
H -2.0152 0.3805 -2.9962

Values from the calculation:
DFT total energy: -6672.356191 hartree
orbital gap (spin up / spin down): 5.268 / 5.523 eV
charge: +1
highest occupied orbital energy (spin up / spin down): -0.360 / -0.362 Eh
energy above the lowest of the compared OMol25 structures with the same formula, charge and spin: 26.9 kcal per mole

***

A molecular structure, C21H33Cl2N7O5S2Y at a distorted geometry. Source: the Open Molecules 2025 dataset; level of theory: ωB97M-V with the def2-TZVPD basis set.

Element x y z (Å)
Y 0.5567 0.8072 -0.0744
Cl 1.5497 3.1135 1.9106
Cl 2.2736 3.2558 -0.8298
S -1.1146 3.0237 0.0741
S -3.4230 3.3497 -1.8464
O 0.0626 -1.6557 -1.6510
O -0.0896 0.8081 2.1670
O -1.6733 -0.1727 0.0401
O 3.2582 0.3235 2.0978
O -0.3349 -1.8277 1.7073
N -2.7951 -1.8468 -0.9984
N 0.8945 -1.2237 -0.7598
N -1.4014 1.8943 -2.3447
N 2.4050 0.5762 -1.9882
N 2.4296 -0.1857 1.0836
N -0.1896 1.3518 -2.1557
N -1.7097 0.8397 3.7307
C -1.9018 -1.3825 -0.1265
C -0.9083 -1.3149 2.8906
C 1.8986 -1.9538 -0.3535
C 3.6124 -0.7653 -4.1062
C 2.7243 -1.3823 0.6834
C 3.6762 0.1992 -1.9257
C 1.7211 0.3306 -3.1248
C 0.3713 0.8235 -3.1971
C -2.6142 0.1601 4.6301
C -1.2473 -2.4136 0.8037
C 4.3296 -0.4584 -2.9543
C 3.8479 -2.1924 1.2394
C -3.3972 -0.9590 -1.9732
C -1.7598 2.2864 3.7280
C 2.1951 -3.3038 -0.9339
C -3.6160 4.7228 -0.6752
C -0.8962 0.2080 2.8910
C 2.2978 -0.3556 -4.1988
C 1.9539 4.2363 0.6112
C -1.8837 2.6573 -1.4006
C -2.9303 -3.2614 -1.2690
H -2.0998 -0.6333 5.1718
H -2.6345 5.0088 -0.3084
H 2.8419 4.8036 0.8835
H 4.5401 -2.4707 0.4471
H -2.0220 -2.9728 1.3493
H 2.8021 1.1056 2.4455
H -3.2347 0.0732 -1.6721
H -4.4679 -1.1566 -2.0319
H -4.0645 5.5379 -1.2338
H -0.1638 0.7883 -4.1420
H 3.2117 -3.3453 -1.3226
H 1.0890 4.8741 0.4203
H -1.3133 2.6909 4.6366
H -3.4674 -0.2587 4.0922
H 4.0780 -1.3079 -4.9156
H -1.2103 2.6469 2.8624
H -0.6622 -3.1159 0.2060
H -4.2623 4.4412 0.1484
H -2.7913 2.6225 3.6546
H -0.2642 -1.6316 3.7259
H -2.0217 -3.6442 -1.7357
H 4.3741 -1.6351 2.0098
H -3.7616 -3.4141 -1.9510
H 3.4518 -3.1148 1.6622
H 1.4996 -3.4804 -1.7539
H -2.9460 -1.1124 -2.9557
H 4.1983 0.4435 -1.0079
H -1.9170 -1.7106 3.0358
H -3.1291 -3.8238 -0.3585
H 5.3661 -0.7369 -2.8497
H 1.7031 -0.5760 -5.0712
H 2.0806 -4.0929 -0.1919
H -2.9774 0.8877 5.3513

Values from the calculation:
DFT total energy: -3334.459464 hartree
orbital gap: 6.910 eV
charge: +1
highest occupied orbital energy: -0.368 Eh
energy above the lowest of the compared OMol25 structures with the same formula, charge and spin: 45.9 kcal per mole

***

A molecular structure, C20H15BrNO4PY at a distorted geometry. Source: the Open Molecules 2025 dataset; level of theory: ωB97M-V with the def2-TZVPD basis set.

Element x y z (Å)
Y 0.3302 -1.6307 0.4929
Br 1.7222 -1.7246 3.3181
P -1.8473 -0.0341 -0.6589
O 1.1326 -2.3236 -1.4751
O -3.3038 -1.4876 2.7313
O -1.6021 -1.9905 1.2657
O 2.8327 -3.2878 -2.6437
N 2.3908 -2.4818 0.7334
C 0.1354 1.9678 2.3019
C 2.3584 -2.8671 -1.5902
C -0.8912 1.4276 1.5453
C -3.2676 -0.3669 0.5537
C -2.3457 1.4565 -1.6020
C 4.4120 -3.3747 -0.1788
C 4.2913 -2.7404 2.1480
C 0.8164 0.7888 -0.1211
C -0.5791 0.8208 0.3033
C 4.9771 -3.3298 1.0985
C -2.8701 2.4060 -3.7743
C -2.7573 -1.3620 1.6574
C -3.4392 3.6397 -1.7936
C 2.9348 -2.3749 1.9340
C -2.2857 1.4113 -3.0126
C -2.8938 2.6230 -0.9850
C 1.7966 1.0280 0.8536
C -3.4294 3.5378 -3.1828
C 1.4532 1.6525 2.0515
C 3.1175 -2.9146 -0.3262
H -1.7344 0.6014 -3.5382
H -3.8796 4.4948 -1.3268
H -2.8143 2.3693 -4.8364
H -0.1108 2.5538 3.1822
H 5.9997 -3.6695 1.2651
H -2.9090 2.7491 0.0936
H 4.8771 -3.7843 -1.0700
H -3.8489 4.3317 -3.7759
H 2.8292 0.8399 0.6423
H 2.2435 1.9650 2.7582
H -1.9122 1.4359 1.8905
H -3.6761 0.5365 1.0030
H 1.0886 0.5283 -1.1364
H 4.7659 -2.5528 3.1231
H -4.1075 -0.8681 0.0814

Values from the calculation:
DFT total energy: -4080.459255 hartree
orbital gap: 7.865 eV
charge: +1
highest occupied orbital energy: -0.442 Eh

***

A molecular structure, C11H8OS2 at a distorted geometry. Source: the Open Molecules 2025 dataset; level of theory: ωB97M-V with the def2-TZVPD basis set.

Element x y z (Å)
S -2.5851 -0.3081 0.9429
S 1.1895 -1.5461 -0.7353
O -3.3879 -1.5329 0.9553
C -0.2842 1.1402 0.3013
C -1.1049 -0.6067 0.2677
C 1.2855 -3.1546 -1.1833
C 0.6893 2.8752 1.6089
C 0.1092 -3.8194 -0.9355
C -0.0943 1.6962 1.5207
C 0.2288 1.7323 -0.8319
C -0.9037 -3.0111 -0.3869
C -0.4487 -1.7466 -0.1392
C 1.0638 3.5668 0.4934
C 0.7800 2.9867 -0.7404
H 1.7225 4.4772 0.3754
H 1.1986 3.5302 -1.7080
H -1.8721 -3.2854 -0.2184
H -0.4336 1.0984 2.4764
H -0.2033 -4.8633 -1.1131
H 0.9556 3.3094 2.5641
H 2.0048 -3.6606 -1.7385
H 0.0904 1.1221 -1.7756

Values from the calculation:
DFT total energy: -1295.453880 hartree
orbital gap (spin up / spin down): 7.486 / 7.484 eV
highest occupied orbital energy (spin up / spin down): -0.298 / -0.298 Eh
energy above the lowest of the compared OMol25 structures with the same formula, charge and spin: 27.3 kcal per mole

***

> DFT total energy of number 6 (C21H33Cl2N7O5S2Y)?

-3334.459464 hartree